Record 1
{"formula": "C26H63N4O8", "method": "the ωB97M-V functional and the def2-TZVPD basis", "spin_multiplicity": 1, "lumo_ev": 2.05, "orbital_gap_ev": 3.84, "total_charge": -1, "elements": ["C", "O", "C", "C", "C", "N", "C", "C", "C", "C", "O", "H", "H", "H", "H", "H", "H", "H", "H", "H", "H", "H", "H", "H", "H", "H", "H", "H", "H", "C", "O", "C", "C", "N", "C", "C", "O", "C", "H", "H", "H", "H", "H", "H", "H", "H", "H", "H", "H", "H", "H", "H", "H", "C", "O", "C", "C", "N", "C", "C", "O", "C", "H", "H", "H", "H", "H", "H", "H", "H", "H", "H", "H", "H", "H", "H", "H", "C", "O", "C", "C", "N", "C", "C", "O", "C", "H", "H", "H", "H", "H", "H", "H", "H", "H", "H", "H", "H", "H", "H", "H"], "xyz": [[2.43837, 5.47565, -1.34673], [1.06172, 4.98172, -1.10103], [1.06793, 3.68111, -0.40672], [1.90703, 2.49519, -1.16687], [1.32379, 1.02801, -0.72510], [2.31124, -0.11361, -0.82569], [3.07749, -0.10281, -2.12971], [4.63803, 0.32332, -1.80827], [5.43488, -0.92962, -1.03839], [5.14699, -0.95326, 0.58525], [6.37248, -0.50670, 1.30016], [2.51682, 6.63124, -1.06737], [2.62476, 5.36827, -2.50604], [3.24393, 4.93241, -0.68548], [1.45845, 3.78825, 0.70763], [-0.06889, 3.32276, -0.37486], [3.04695, 2.64430, -0.94791], [1.77481, 2.59317, -2.34541], [0.29432, 0.83286, -1.27476], [1.04255, 1.11878, 0.43129], [2.57663, 0.50058, -2.99820], [3.12319, -1.23540, -2.50107], [4.75381, 1.30924, -1.18621], [5.23432, 0.49187, -2.81540], [6.60321, -0.90576, -1.27889], [4.95348, -1.92400, -1.47732], [4.84367, -2.04746, 0.90843], [4.28788, -0.23637, 0.92861], [6.12079, -0.55554, 2.27648], [-2.91788, -5.52673, -2.42532], [-3.40923, -5.20369, -1.13107], [-2.51566, -5.59068, -0.07898], [-1.91797, -4.34693, 0.60302], [-0.97386, -3.65835, -0.28259], [-0.56674, -2.33854, 0.21226], [-1.66120, -1.25709, 0.32196], [-2.18633, -0.83551, -0.93805], [-3.24231, -1.64481, -1.43663], [-3.71484, -5.33592, -3.14936], [-2.06386, -4.89671, -2.68410], [-2.63838, -6.58303, -2.48767], [-1.73281, -6.27458, -0.43008], [-3.11942, -6.13309, 0.65676], [-1.39780, -4.65642, 1.51770], [-2.74740, -3.69303, 0.88221], [-1.40396, -3.53592, -1.19624], [0.20039, -1.97139, -0.47958], [-0.07789, -2.45717, 1.18638], [-1.19144, -0.36786, 0.75791], [-2.46569, -1.53670, 1.01070], [-3.85079, -2.07990, -0.63891], [-2.84021, -2.42634, -2.08222], [-3.88754, -1.01512, -2.05630], [0.42560, 9.21908, -0.32153], [1.48801, 9.11479, -1.26028], [1.03084, 8.97484, -2.61177], [1.36756, 10.23675, -3.42631], [0.54632, 11.37563, -3.00408], [0.99291, 12.65600, -3.56422], [2.38607, 13.16470, -3.14027], [2.47738, 13.51778, -1.75893], [2.77208, 12.43174, -0.89157], [0.85378, 9.17292, 0.68361], [-0.09316, 10.17450, -0.42779], [-0.28236, 8.39224, -0.43515], [-0.03792, 8.73248, -2.66526], [1.58082, 8.12930, -3.03913], [1.18810, 10.03423, -4.48922], [2.43146, 10.44380, -3.28934], [0.57272, 11.44654, -1.98968], [0.25354, 13.40412, -3.25509], [0.94558, 12.60352, -4.65828], [2.57166, 14.09202, -3.69442], [3.19216, 12.48051, -3.42642], [3.39764, 11.67156, -1.36773], [1.84700, 11.98972, -0.51995], [3.31109, 12.82703, -0.02553], [-4.97759, -9.21994, 6.01869], [-3.81387, -10.01099, 5.81657], [-4.02457, -11.09595, 4.90357], [-3.24014, -10.86142, 3.60013], [-3.82280, -9.76509, 2.82016], [-2.97800, -9.33219, 1.70148], [-1.61016, -8.70970, 2.04922], [-1.70080, -7.45100, 2.71896], [-1.85205, -7.54337, 4.12865], [-4.77383, -8.51588, 6.83021], [-5.21665, -8.64563, 5.12078], [-5.83119, -9.84197, 6.30544], [-5.08963, -11.27284, 4.70808], [-3.62702, -11.99290, 5.39088], [-3.25728, -11.78099, 3.00255], [-2.20429, -10.64620, 3.87254], [-3.97410, -8.96614, 3.43131], [-3.55684, -8.58374, 1.14769], [-2.82687, -10.17735, 1.01969], [-1.10100, -8.50296, 1.10082], [-0.95664, -9.39981, 2.59367], [-1.35245, -8.42104, 4.54819], [-2.91057, -7.54243, 4.39094], [-1.40835, -6.64898, 4.57587]]}


Record 2
{"formula": "C26H66AsF6MgN3O19", "method": "the ωB97M-V functional and the def2-TZVPD basis", "e_above_lowest_kj_mol": 706.6, "spin_multiplicity": 1, "lumo_ev": -3.83, "orbital_gap_ev": 3.75, "elements": ["Mg", "N", "O", "O", "O", "As", "F", "F", "F", "F", "F", "F", "C", "N", "O", "O", "H", "H", "H", "C", "N", "O", "O", "H", "H", "H", "C", "O", "C", "C", "O", "C", "H", "H", "H", "H", "H", "H", "H", "H", "H", "H", "C", "O", "C", "C", "O", "C", "H", "H", "H", "H", "H", "H", "H", "H", "H", "H", "C", "O", "C", "C", "O", "C", "H", "H", "H", "H", "H", "H", "H", "H", "H", "H", "C", "O", "C", "C", "O", "C", "H", "H", "H", "H", "H", "H", "H", "H", "H", "H", "C", "O", "C", "C", "O", "C", "H", "H", "H", "H", "H", "H", "H", "H", "H", "H", "C", "O", "C", "C", "O", "C", "H", "H", "H", "H", "H", "H", "H", "H", "H", "H"], "xyz": [[17.51054, 18.44958, 15.63479], [21.55429, 20.07052, 14.68343], [22.20841, 21.00504, 15.22704], [22.06795, 19.51429, 13.73049], [20.40246, 19.80966, 14.94226], [14.88858, 22.79947, 15.00071], [15.94837, 23.26409, 13.63751], [13.80495, 22.05293, 13.81474], [13.78129, 22.24395, 16.35875], [15.91412, 23.64673, 16.07417], [13.83136, 24.27540, 14.88260], [15.86330, 21.35241, 15.19196], [16.86163, 27.66231, 11.20973], [18.18928, 27.95963, 11.69961], [19.08653, 27.47717, 11.07418], [18.35435, 28.54018, 12.75187], [16.25319, 28.52565, 11.47907], [16.67107, 26.77326, 11.81086], [16.84866, 27.49439, 10.13282], [10.22673, 24.88248, 12.00410], [9.79926, 24.56008, 10.61479], [9.01457, 23.60629, 10.41326], [10.37978, 25.29015, 9.75767], [10.62300, 23.94890, 12.40348], [9.30387, 25.03757, 12.56300], [11.04605, 25.58951, 12.13419], [12.85500, 21.09279, 8.47986], [13.73619, 21.31738, 7.31353], [13.22088, 21.35821, 5.98688], [12.60736, 22.74592, 5.69662], [13.59078, 23.66466, 6.01975], [13.29783, 25.03690, 5.79546], [12.03894, 21.81533, 8.48940], [13.33574, 21.13113, 9.45737], [12.25071, 20.18569, 8.47026], [12.37948, 20.66891, 5.91604], [13.87610, 21.00033, 5.19271], [11.73673, 23.01271, 6.29573], [12.33944, 22.83169, 4.64355], [12.57177, 25.37984, 6.53257], [12.89703, 25.18333, 4.79245], [14.24883, 25.56822, 5.83287], [10.08329, 27.50531, 17.63875], [9.18849, 28.23987, 18.45172], [7.95403, 27.58662, 18.74187], [7.09295, 28.46941, 19.64583], [6.39319, 29.39527, 18.84209], [6.92150, 30.75968, 18.78502], [10.54526, 26.70064, 18.21076], [10.82977, 28.13962, 17.16073], [9.50528, 27.12266, 16.79757], [8.10736, 26.62831, 19.23808], [7.32140, 27.45937, 17.86341], [7.68881, 29.01562, 20.37708], [6.48555, 27.91595, 20.36197], [6.34962, 31.41458, 18.12762], [7.95232, 30.85889, 18.44495], [7.06469, 31.18745, 19.77729], [17.47526, 19.24140, 18.91960], [18.01359, 18.21718, 18.10000], [18.80863, 17.28893, 18.74462], [18.99472, 15.96569, 17.87316], [18.85489, 16.48614, 16.50740], [19.64718, 15.67550, 15.52962], [18.10245, 19.48568, 19.77696], [16.59165, 18.85581, 19.42818], [17.17019, 20.15833, 18.41534], [18.36325, 16.95376, 19.68131], [19.80230, 17.70838, 18.90203], [18.10495, 15.33784, 17.92010], [19.99102, 15.52547, 17.91427], [20.72820, 15.61570, 15.65578], [19.50184, 16.21514, 14.59380], [19.24088, 14.68294, 15.33516], [7.48670, 21.90369, 18.88054], [7.36546, 22.08908, 17.50182], [8.53376, 21.81494, 16.74823], [8.10604, 21.50568, 15.30212], [7.12128, 20.38670, 15.21072], [6.73259, 20.22823, 13.90369], [8.52008, 21.95678, 19.22316], [7.34285, 20.85291, 19.13209], [6.69657, 22.42549, 19.42046], [9.17386, 21.10650, 17.27406], [9.08998, 22.75203, 16.77208], [8.95922, 21.13025, 14.73710], [7.65202, 22.43497, 14.95807], [7.57698, 19.82471, 13.34488], [6.47569, 21.20472, 13.49312], [5.77840, 19.70133, 13.90365], [21.85469, 25.58568, 15.73983], [23.04153, 24.87777, 15.21924], [22.92852, 24.96128, 13.76219], [24.26388, 24.58831, 13.17319], [24.83265, 23.50389, 13.83547], [25.47192, 22.68545, 12.83985], [21.72593, 26.63383, 15.46984], [21.93032, 25.56951, 16.82708], [20.94174, 25.13798, 15.34718], [22.55080, 25.88138, 13.31627], [22.34076, 24.09957, 13.44583], [24.93312, 25.44649, 13.11174], [24.02275, 24.42782, 12.12238], [24.74507, 22.11371, 12.26287], [26.07043, 22.06947, 13.51102], [26.11228, 23.35488, 12.26548], [16.94871, 17.93469, 12.08014], [16.42512, 17.56965, 13.29756], [15.09540, 16.93915, 13.14382], [14.79986, 16.28264, 14.47898], [15.02571, 17.17795, 15.53019], [14.00353, 17.01972, 16.53384], [17.86370, 17.38217, 11.86658], [17.21654, 18.99022, 12.12752], [16.21449, 17.77907, 11.28970], [15.08503, 16.28470, 12.27222], [14.35657, 17.72319, 12.97799], [15.32102, 15.33799, 14.63432], [13.77466, 15.91912, 14.40883], [14.29253, 16.26786, 17.26820], [12.99596, 16.73526, 16.23054], [13.80610, 17.95014, 17.06623]]}